{
  "formula": "C28H68Cl8O12",
  "method": "wB97M-V/def2-TZVPD",
  "species": ["C", "O", "C", "C", "O", "C", "H", "H", "H", "H", "H", "H", "H", "H", "H", "H", "C", "O", "C", "C", "O", "C", "H", "H", "H", "H", "H", "H", "H", "H", "H", "H", "C", "O", "C", "C", "O", "C", "H", "H", "H", "H", "H", "H", "H", "H", "H", "H", "C", "O", "C", "C", "O", "C", "H", "H", "H", "H", "H", "H", "H", "H", "H", "H", "C", "O", "C", "C", "O", "C", "H", "H", "H", "H", "H", "H", "H", "H", "H", "H", "C", "O", "C", "C", "O", "C", "H", "H", "H", "H", "H", "H", "H", "H", "H", "H", "C", "Cl", "Cl", "H", "H", "C", "Cl", "Cl", "H", "H", "C", "Cl", "Cl", "H", "H", "C", "Cl", "Cl", "H", "H"],
  "coordinates": [[4.768, 1.252, 0.024], [3.706, 0.868, -0.820], [4.172, 0.251, -2.019], [2.977, 0.334, -2.957], [3.393, -0.062, -4.193], [2.357, -0.024, -5.177], [5.465, 0.450, 0.259], [4.243, 1.567, 0.912], [5.155, 2.144, -0.451], [4.550, -0.799, -1.781], [5.047, 0.754, -2.412], [2.638, 1.386, -3.129], [2.162, -0.318, -2.638], [1.815, 0.918, -4.991], [1.719, -0.885, -5.020], [2.797, -0.104, -6.149], [2.307, -2.316, 1.064], [1.928, -3.630, 0.990], [2.776, -4.351, 0.168], [2.341, -5.844, 0.370], [1.145, -5.930, -0.419], [0.469, -7.137, -0.357], [3.428, -2.271, 1.018], [1.906, -2.038, 2.011], [1.822, -1.646, 0.283], [3.804, -4.167, 0.477], [2.662, -4.059, -0.906], [2.023, -6.079, 1.379], [3.151, -6.528, 0.090], [-0.466, -7.015, -0.961], [0.226, -7.461, 0.637], [0.992, -7.938, -0.933], [3.710, 3.453, 4.979], [3.960, 2.100, 5.213], [3.939, 1.312, 4.062], [3.985, -0.114, 4.402], [2.810, -0.436, 5.047], [2.661, -1.796, 5.244], [3.826, 3.902, 5.925], [2.629, 3.609, 4.618], [4.466, 3.823, 4.228], [4.849, 1.576, 3.462], [3.001, 1.492, 3.503], [4.779, -0.270, 5.087], [4.108, -0.631, 3.443], [2.751, -2.373, 4.328], [1.649, -1.972, 5.671], [3.395, -2.239, 5.949], [-3.056, 5.811, -2.901], [-2.672, 5.201, -1.652], [-3.465, 4.042, -1.315], [-3.183, 3.709, 0.131], [-4.097, 4.423, 0.924], [-4.107, 3.905, 2.240], [-2.213, 6.516, -3.127], [-4.001, 6.417, -2.792], [-3.136, 5.035, -3.671], [-3.162, 3.167, -1.905], [-4.481, 4.370, -1.469], [-2.208, 4.070, 0.324], [-3.151, 2.708, 0.372], [-4.473, 2.884, 2.234], [-4.803, 4.519, 2.783], [-3.105, 3.876, 2.665], [-0.381, 1.780, 4.525], [-1.229, 0.744, 4.222], [-0.842, -0.469, 4.868], [-1.658, -1.598, 4.344], [-1.074, -2.174, 3.212], [-1.936, -3.066, 2.524], [-0.411, 2.189, 5.575], [-0.675, 2.629, 3.898], [0.643, 1.474, 4.318], [-1.024, -0.462, 5.944], [0.201, -0.663, 4.658], [-2.673, -1.209, 4.048], [-1.843, -2.270, 5.166], [-2.904, -2.646, 2.163], [-2.165, -3.911, 3.169], [-1.434, -3.446, 1.655], [-1.460, -2.135, -5.675], [-0.887, -1.034, -5.105], [-1.238, 0.199, -5.551], [-2.671, 0.497, -5.479], [-3.065, 0.335, -4.179], [-4.438, 0.229, -4.115], [-2.548, -2.257, -5.568], [-1.021, -3.008, -5.209], [-1.203, -2.187, -6.711], [-0.840, 0.403, -6.548], [-0.708, 0.850, -4.863], [-3.199, -0.268, -6.087], [-2.993, 1.519, -5.887], [-4.786, 0.418, -3.119], [-4.600, -0.794, -4.424], [-4.953, 0.961, -4.802], [0.576, -2.869, -2.754], [-0.807, -3.945, -2.682], [1.749, -3.437, -3.947], [0.306, -1.870, -3.005], [1.012, -2.951, -1.773], [-6.089, -0.302, 2.321], [-4.621, 0.175, 3.187], [-7.583, 0.376, 2.994], [-6.025, -0.088, 1.250], [-6.132, -1.377, 2.399], [-0.750, 0.715, 1.140], [1.027, 0.916, 0.635], [-1.613, -0.082, -0.249], [-0.782, 0.036, 2.046], [-1.133, 1.728, 1.323], [0.442, 4.271, -3.111], [-0.645, 2.909, -3.063], [1.044, 4.627, -4.755], [0.022, 5.155, -2.682], [1.331, 3.973, -2.609]],
  "homo_ev": -9.392,
  "smiles": "COCCOC.COCCOC.COCCOC.COCCOC.COCCOC.COCCOC.ClCCl.ClCCl.ClCCl.ClCCl",
  "e_tot_ha": -5691.70346,
  "charge": 0,
  "de_lowest_kj_mol": 8.7,
  "homo_lumo_gap_ev": 9.782
}

=====

{
  "formula": "C28H68F3N2O12",
  "method": "wB97M-V/def2-TZVPD",
  "species": ["C", "O", "O", "C", "F", "F", "F", "C", "C", "H", "H", "H", "H", "H", "H", "C", "C", "C", "C", "C", "C", "H", "H", "H", "H", "H", "H", "H", "H", "H", "H", "H", "H", "H", "H", "C", "C", "C", "C", "C", "C", "H", "H", "H", "H", "H", "H", "H", "H", "H", "H", "H", "H", "H", "H", "C", "C", "O", "O", "H", "H", "H", "H", "H", "H", "C", "C", "O", "O", "H", "H", "H", "H", "H", "H", "C", "C", "O", "O", "H", "H", "H", "H", "H", "H", "C", "C", "O", "O", "H", "H", "H", "H", "H", "H", "O", "C", "N", "C", "H", "H", "H", "H", "H", "O", "C", "N", "C", "H", "H", "H", "H", "H"],
  "coordinates": [[1.256, 0.300, 0.370], [2.394, -0.293, -0.223], [1.988, 1.070, 1.392], [0.341, 0.996, -0.685], [-0.045, 0.218, -1.691], [-0.690, 1.477, -0.072], [1.063, 1.994, -1.252], [2.142, -1.536, -0.962], [3.526, -1.977, -1.435], [4.185, -1.817, -0.582], [3.326, -3.016, -1.698], [3.959, -1.283, -2.155], [1.556, -1.246, -1.835], [1.781, -2.377, -0.371], [0.651, -0.516, 0.766], [-5.193, -0.224, 3.327], [-4.119, -0.076, 2.160], [-2.715, -0.431, 2.734], [-1.460, -0.297, 1.783], [-0.356, -1.308, 2.241], [0.014, -0.997, 3.735], [-4.888, 0.511, 4.073], [-5.229, -1.253, 3.685], [-6.218, 0.117, 3.177], [-4.487, -0.703, 1.348], [-4.122, 0.993, 1.948], [-2.660, -1.442, 3.138], [-2.609, 0.257, 3.572], [-1.631, -0.562, 0.740], [-1.002, 0.691, 1.738], [-0.856, -2.277, 2.245], [0.489, -1.583, 1.610], [0.387, 0.022, 3.841], [-0.648, -1.266, 4.558], [0.797, -1.710, 3.994], [-2.737, 1.625, -0.359], [-3.839, 2.544, 0.203], [-4.917, 2.746, -0.794], [-5.519, 1.518, -1.383], [-6.075, 0.472, -0.435], [-5.778, -0.987, -0.879], [-2.874, 0.545, -0.418], [-1.755, 1.818, 0.074], [-2.485, 2.035, -1.337], [-4.276, 2.083, 1.088], [-3.400, 3.473, 0.566], [-4.635, 3.472, -1.557], [-5.730, 3.258, -0.280], [-6.378, 1.831, -1.976], [-4.837, 1.030, -2.079], [-5.642, 0.631, 0.552], [-7.136, 0.702, -0.342], [-6.380, -1.853, -0.603], [-6.011, -1.054, -1.942], [-4.755, -1.308, -0.686], [-1.598, -2.863, -1.473], [-1.775, -1.468, -2.153], [-2.776, -1.600, -3.195], [-1.020, -3.851, -2.291], [-2.593, -3.079, -1.085], [-0.904, -2.844, -0.633], [-0.823, -1.159, -2.584], [-2.054, -0.731, -1.399], [-2.569, -1.151, -4.018], [-1.454, -3.822, -3.147], [4.596, -0.639, 1.241], [4.924, 0.432, 2.268], [3.926, 1.458, 2.255], [3.529, -1.434, 1.605], [5.389, -1.387, 1.245], [4.395, -0.291, 0.228], [5.832, 0.967, 1.990], [4.901, 0.020, 3.277], [3.215, 1.364, 1.617], [2.677, -1.071, 1.356], [5.078, 0.542, -2.047], [3.652, 1.270, -2.064], [3.623, 2.471, -1.188], [6.230, 1.413, -1.830], [5.292, 0.037, -2.989], [5.082, -0.268, -1.317], [2.755, 0.665, -1.933], [3.509, 1.646, -3.077], [2.964, 2.399, -0.494], [5.845, 2.191, -1.420], [2.504, 3.623, 1.509], [1.415, 3.460, 2.575], [1.604, 2.152, 3.107], [2.281, 2.975, 0.370], [3.426, 3.257, 1.960], [2.646, 4.696, 1.380], [0.426, 3.834, 2.309], [1.720, 4.232, 3.281], [1.473, 1.440, 2.477], [2.108, 2.065, 0.621], [2.661, -4.465, -0.996], [3.371, -4.315, -0.028], [4.206, -3.280, 0.056], [3.210, -5.172, 1.225], [4.946, -3.276, 0.743], [4.368, -2.593, -0.667], [2.694, -4.594, 1.992], [4.164, -5.598, 1.536], [2.727, -6.128, 1.025], [-1.873, 2.726, -4.522], [-1.084, 1.857, -4.070], [0.056, 1.945, -4.671], [-1.276, 0.984, -2.802], [0.093, 2.475, -5.530], [0.603, 1.096, -4.633], [-0.333, 0.443, -2.727], [-2.112, 0.291, -2.901], [-1.641, 1.620, -1.995]],
  "homo_ev": -5.467,
  "e_tot_ha": -2418.68337,
  "charge": -1,
  "homo_lumo_gap_ev": 7.629
}

=====

{
  "formula": "C28H70F3N2O17P5S",
  "method": "wB97M-V/def2-TZVPD",
  "species": ["C", "C", "S", "C", "N", "C", "C", "C", "C", "C", "C", "C", "N", "O", "C", "C", "F", "F", "F", "P", "C", "C", "C", "C", "H", "H", "H", "H", "H", "H", "H", "H", "H", "H", "H", "H", "H", "H", "H", "H", "H", "H", "H", "H", "H", "H", "H", "H", "H", "H", "H", "H", "H", "H", "H", "H", "H", "H", "C", "O", "P", "O", "O", "C", "O", "C", "H", "H", "H", "H", "H", "H", "H", "H", "H", "C", "O", "P", "O", "O", "C", "O", "C", "H", "H", "H", "H", "H", "H", "H", "H", "H", "C", "O", "P", "O", "O", "C", "O", "C", "H", "H", "H", "H", "H", "H", "H", "H", "H", "C", "O", "P", "O", "O", "C", "O", "C", "H", "H", "H", "H", "H", "H", "H", "H", "H"],
  "coordinates": [[-1.225, 5.597, 2.267], [-2.601, 4.957, 2.054], [-2.694, 3.135, 2.121], [-1.098, 2.396, 1.610], [-1.198, 1.446, 0.478], [-1.672, 0.109, 0.963], [-0.551, -0.848, 1.473], [-1.182, -1.622, 2.660], [-0.038, -1.903, 0.498], [1.163, -2.661, 1.149], [-2.697, -0.562, -0.010], [-2.515, -0.233, -1.490], [-1.478, -1.069, -2.134], [-4.035, -0.247, 0.441], [-4.565, 0.962, -0.029], [-5.748, 1.263, 0.856], [-5.417, 1.340, 2.124], [-6.581, 0.217, 0.781], [-6.413, 2.323, 0.488], [0.255, 1.367, -0.470], [0.122, 2.495, -1.931], [-0.620, 3.851, -1.705], [1.791, 1.721, 0.522], [2.705, 0.476, 0.544], [-1.263, 6.537, 2.801], [-0.821, 5.837, 1.284], [-0.510, 4.911, 2.702], [-3.036, 5.288, 1.118], [-3.252, 5.309, 2.844], [-0.416, 3.190, 1.333], [-0.725, 1.850, 2.474], [-2.259, 0.343, 1.847], [0.246, -0.250, 1.910], [-1.580, -0.881, 3.354], [-0.438, -2.182, 3.211], [-2.021, -2.228, 2.334], [0.362, -1.453, -0.393], [-0.790, -2.625, 0.208], [1.499, -2.175, 2.061], [2.010, -2.693, 0.476], [0.849, -3.679, 1.361], [-2.654, -1.639, 0.066], [-3.452, -0.460, -1.998], [-2.310, 0.813, -1.687], [-1.949, -1.735, -2.735], [-0.910, -0.498, -2.748], [-4.990, 0.883, -1.033], [-3.857, 1.786, -0.053], [1.095, 2.655, -2.379], [-0.456, 1.958, -2.677], [-0.964, 3.924, -0.679], [-1.499, 3.938, -2.332], [0.083, 4.666, -1.851], [1.618, 2.016, 1.553], [2.361, 2.497, 0.010], [2.453, -0.228, -0.241], [2.544, -0.054, 1.478], [3.756, 0.740, 0.506], [-0.208, -6.832, -0.830], [1.077, -7.415, -1.098], [2.175, -6.485, -1.756], [2.055, -5.059, -1.469], [2.155, -6.829, -3.315], [1.219, -7.758, -3.865], [3.510, -7.162, -1.249], [4.719, -6.399, -1.383], [-0.926, -7.644, -0.748], [-0.172, -6.281, 0.107], [-0.515, -6.162, -1.633], [0.205, -7.363, -3.794], [1.280, -8.721, -3.362], [1.466, -7.891, -4.916], [4.789, -5.675, -0.573], [4.756, -5.880, -2.340], [5.555, -7.091, -1.322], [3.333, 5.328, 1.060], [3.393, 6.758, 1.154], [2.583, 7.553, 0.054], [1.414, 6.856, -0.476], [3.653, 7.978, -1.048], [5.024, 7.584, -0.953], [2.260, 8.913, 0.792], [1.256, 9.747, 0.201], [4.192, 4.919, 1.587], [2.417, 4.968, 1.526], [3.365, 5.000, 0.021], [5.117, 6.505, -1.075], [5.456, 7.891, -0.003], [5.562, 8.072, -1.762], [0.267, 9.378, 0.467], [1.355, 9.776, -0.885], [1.384, 10.752, 0.596], [-5.072, -0.498, 4.426], [-6.226, -0.964, 5.151], [-6.063, -2.275, 6.015], [-4.723, -2.542, 6.531], [-6.656, -3.454, 5.120], [-7.123, -3.215, 3.790], [-7.175, -2.059, 7.125], [-7.106, -2.905, 8.278], [-5.421, 0.139, 3.617], [-4.427, 0.072, 5.092], [-4.511, -1.332, 4.003], [-6.293, -2.941, 3.139], [-7.880, -2.432, 3.774], [-7.562, -4.140, 3.424], [-6.354, -2.526, 8.969], [-6.863, -3.931, 8.001], [-8.080, -2.888, 8.760], [6.152, 0.260, -5.430], [5.147, -0.727, -5.694], [5.187, -2.058, -4.833], [5.772, -1.930, -3.501], [5.913, -3.142, -5.752], [6.434, -2.805, -7.038], [3.672, -2.496, -4.868], [3.265, -3.499, -3.918], [6.226, 0.897, -6.308], [5.863, 0.859, -4.569], [7.122, -0.201, -5.241], [7.275, -2.118, -6.938], [5.665, -2.363, -7.671], [6.789, -3.722, -7.501], [3.098, -3.045, -2.944], [4.018, -4.281, -3.833], [2.337, -3.939, -4.269]],
  "homo_ev": -7.313,
  "smiles": "CCSCN([C@@H]([C@H](CN)OCC(F)(F)F)[C@@H](C)CC)P(CC)CC.COP(=O)(OC)OC.COP(=O)(OC)OC.COP(=O)(OC)OC.COP(=O)(OC)OC",
  "e_tot_ha": -4902.30833,
  "charge": 0,
  "de_lowest_kj_mol": 103.6,
  "homo_lumo_gap_ev": 7.762
}

=====

{
  "formula": "C28H70F3N3O10P2",
  "method": "wB97M-V/def2-TZVPD",
  "species": ["N", "H", "H", "H", "H", "C", "O", "O", "C", "F", "F", "F", "C", "C", "H", "H", "H", "H", "H", "H", "C", "C", "N", "C", "C", "C", "C", "H", "H", "H", "H", "H", "H", "H", "H", "H", "H", "H", "H", "H", "H", "H", "C", "C", "N", "C", "C", "C", "C", "H", "H", "H", "H", "H", "H", "H", "H", "H", "H", "H", "H", "H", "H", "H", "C", "C", "O", "P", "O", "O", "C", "C", "O", "C", "C", "H", "H", "H", "H", "H", "H", "H", "H", "H", "H", "H", "H", "H", "H", "H", "C", "C", "O", "P", "O", "O", "C", "C", "O", "C", "C", "H", "H", "H", "H", "H", "H", "H", "H", "H", "H", "H", "H", "H", "H", "H"],
  "coordinates": [[0.111, 0.306, -0.313], [-0.106, 1.235, 0.017], [-0.717, -0.263, -0.414], [0.734, -0.046, 0.399], [0.616, 0.350, -1.187], [3.326, -0.149, 1.418], [3.260, 1.043, 0.657], [2.067, -0.666, 1.387], [4.594, -0.983, 1.015], [4.871, -1.157, -0.274], [5.782, -0.421, 1.390], [4.579, -2.260, 1.532], [4.237, 2.072, 0.825], [3.875, 3.246, -0.129], [3.833, 2.735, -1.091], [2.952, 3.704, 0.228], [4.713, 3.943, -0.113], [5.161, 1.646, 0.434], [4.310, 2.593, 1.780], [3.491, 0.281, 2.406], [-1.762, 0.158, -3.216], [-0.477, 0.660, -3.857], [0.734, 0.405, -3.050], [1.911, 1.174, -3.540], [1.750, 2.683, -3.308], [1.055, -1.044, -2.998], [1.718, -1.636, -4.290], [-1.920, 0.736, -2.305], [-1.807, -0.916, -3.036], [-2.560, 0.163, -3.959], [-0.444, 0.189, -4.840], [-0.752, 1.697, -4.050], [2.770, 0.772, -3.001], [2.178, 1.029, -4.587], [1.469, 2.949, -2.289], [2.742, 3.099, -3.483], [1.220, 3.205, -4.106], [0.244, -1.699, -2.678], [1.838, -1.144, -2.246], [1.069, -1.367, -5.123], [1.735, -2.724, -4.230], [2.694, -1.166, -4.414], [1.444, -6.957, 1.158], [2.407, -5.985, 0.431], [1.722, -5.008, -0.438], [0.735, -4.283, 0.392], [-0.308, -3.561, -0.463], [2.648, -4.123, -1.077], [3.513, -4.828, -2.133], [1.077, -6.518, 2.086], [1.924, -7.929, 1.265], [0.570, -7.226, 0.564], [3.057, -5.365, 1.048], [3.080, -6.566, -0.199], [1.205, -3.587, 1.086], [0.203, -4.941, 1.079], [-0.511, -4.019, -1.431], [-0.049, -2.504, -0.517], [-1.247, -3.635, 0.086], [2.103, -3.287, -1.515], [3.313, -3.737, -0.305], [4.137, -5.645, -1.771], [2.938, -5.234, -2.966], [4.245, -4.159, -2.584], [0.187, 6.857, -1.157], [0.461, 5.403, -0.752], [0.203, 5.239, 0.642], [-0.586, 3.892, 1.179], [-0.459, 2.661, 0.375], [-2.140, 4.397, 1.370], [-3.135, 4.070, 0.444], [-4.099, 5.236, 0.332], [-0.192, 3.758, 2.720], [0.825, 2.931, 3.150], [1.042, 2.951, 4.740], [0.814, 7.493, -0.532], [0.397, 7.087, -2.201], [-0.872, 7.083, -1.028], [-0.132, 4.799, -1.439], [1.511, 5.173, -0.935], [-2.835, 3.728, -0.546], [-3.687, 3.229, 0.863], [-4.982, 5.288, 0.968], [-3.439, 6.100, 0.421], [-4.571, 5.122, -0.644], [0.525, 1.913, 2.905], [1.753, 3.138, 2.617], [2.113, 2.878, 4.931], [0.806, 3.926, 5.166], [0.476, 2.186, 5.272], [-4.613, 1.141, 3.197], [-4.961, 0.814, 1.735], [-3.739, 0.518, 1.059], [-3.394, -1.009, 0.784], [-2.206, -1.171, -0.101], [-3.195, -1.647, 2.224], [-1.875, -1.844, 2.759], [-1.296, -0.570, 3.288], [-4.809, -1.683, 0.238], [-4.744, -2.997, -0.395], [-4.884, -4.089, 0.740], [-5.321, 1.854, 3.621], [-4.615, 0.303, 3.894], [-3.658, 1.657, 3.298], [-5.778, 0.092, 1.731], [-5.413, 1.653, 1.207], [-1.952, -2.610, 3.530], [-1.164, -2.252, 2.039], [-1.111, 0.127, 2.470], [-1.991, -0.074, 3.967], [-0.312, -0.776, 3.709], [-5.576, -3.213, -1.066], [-3.844, -3.096, -1.001], [-5.813, -3.875, 1.268], [-5.007, -5.114, 0.391], [-4.016, -4.010, 1.394]],
  "s_squared": 0.75,
  "homo_ev": [0.658, -5.562],
  "e_tot_ha": -3007.89277,
  "charge": -1,
  "spin_multiplicity": 2,
  "homo_lumo_gap_ev": [1.806, 8.003]
}